Entry 1:
Entry from the Open Molecules 2025 dataset: a 16-piece molecular cluster, C21H74N12O16 overall at a distorted geometry (ωB97M-V with the def2-TZVPD basis set).

Last column: Löwdin charge in e.
Positions of all 123 atoms, in Å:
C  -1.17  5.20  -1.11  -0.044
C  0.22  4.58  -1.19  -0.287
O  0.28  3.17  -0.95  -0.101
H  -1.90  4.55  -1.52  0.034
H  -1.19  6.19  -1.47  0.080
H  -1.54  5.05  -0.08  0.063
H  0.74  5.14  -0.45  0.090
H  0.68  4.69  -2.14  0.090
H  1.21  2.88  -1.00  0.039
C  -3.81  -1.86  -2.12  -0.077
C  -3.88  -1.34  -0.72  -0.375
O  -3.63  -2.41  0.10  -0.082
H  -2.83  -2.35  -2.22  0.045
H  -3.98  -1.11  -2.87  0.073
H  -4.52  -2.68  -2.18  0.097
H  -4.87  -1.02  -0.70  0.101
H  -3.17  -0.53  -0.54  0.093
H  -4.04  -2.34  0.99  0.064
C  -2.91  2.23  -2.36  -0.064
C  -3.12  2.97  -3.67  -0.365
O  -4.33  3.53  -3.90  -0.015
H  -3.14  1.19  -2.53  0.048
H  -3.44  2.58  -1.49  0.054
H  -1.85  2.27  -1.97  0.067
H  -2.90  2.25  -4.50  0.120
H  -2.36  3.64  -3.89  0.085
H  -4.32  3.88  -4.76  0.065
C  0.13  0.42  -3.51  -0.056
C  -0.95  -0.55  -3.96  -0.344
O  -0.42  -1.79  -4.31  -0.081
H  0.75  0.47  -4.44  0.110
H  0.55  0.07  -2.65  0.012
H  -0.38  1.35  -3.35  0.069
H  -1.43  -0.09  -4.81  0.105
H  -1.65  -0.63  -3.09  0.093
H  -1.15  -2.47  -4.40  0.107
C  0.97  0.19  0.26  -0.035
C  -0.56  -0.12  0.18  -0.204
O  -0.89  -1.50  -0.03  -0.106
H  1.47  -0.23  -0.61  0.058
H  1.40  -0.31  1.10  0.029
H  1.36  1.17  0.23  0.033
H  -1.03  0.47  -0.69  0.127
H  -1.07  0.23  1.03  0.067
H  -1.82  -1.43  -0.18  0.029
C  -4.21  -0.26  2.29  -0.680
O  -4.87  -1.43  2.34  -0.100
N  -3.18  -0.04  2.98  0.176
N  -4.56  0.77  1.58  0.183
H  -2.82  -0.88  3.62  0.160
H  -2.66  0.83  3.04  0.054
H  -5.40  0.67  1.02  0.126
H  -4.04  1.68  1.55  0.089
C  -1.45  -4.90  -2.13  -0.642
O  -2.23  -4.38  -3.17  -0.138
N  -1.58  -4.59  -0.90  0.182
N  -0.54  -5.86  -2.30  0.124
H  -2.34  -3.91  -0.75  0.106
H  -0.83  -4.91  -0.19  0.171
H  -0.29  -5.98  -3.29  0.122
H  0.16  -6.11  -1.53  0.142
C  -1.10  -2.65  3.39  -0.646
O  -2.43  -2.87  3.09  -0.108
N  -0.59  -2.84  4.57  0.131
N  -0.20  -2.24  2.55  0.182
H  -1.17  -3.12  5.44  0.175
H  0.47  -2.71  4.70  0.060
H  -0.37  -2.07  1.58  0.052
H  0.74  -2.01  2.93  0.065
C  2.18  -1.43  4.49  -0.612
O  2.02  -0.48  5.49  -0.099
N  2.16  -2.73  4.63  0.114
N  2.25  -1.10  3.24  0.133
H  2.28  -3.23  5.54  0.161
H  2.28  -3.38  3.83  0.158
H  2.19  -0.07  3.08  0.070
H  2.61  -1.62  2.46  0.072
C  3.11  3.11  -1.59  -0.687
O  2.61  3.43  -2.86  -0.110
N  3.37  1.91  -1.36  0.163
N  3.54  3.83  -0.61  0.161
H  3.27  1.26  -2.20  0.097
H  3.65  1.59  -0.42  0.076
H  3.38  4.88  -0.62  0.150
H  3.85  3.48  0.32  0.058
C  3.40  1.84  2.02  -0.574
O  2.19  1.57  2.65  -0.086
N  4.06  0.97  1.34  0.184
N  3.96  3.02  2.08  0.121
H  3.79  0.03  1.39  0.046
H  4.98  1.08  0.87  0.162
H  3.37  3.80  2.46  0.161
H  5.00  3.27  2.02  0.178
C  4.28  -0.81  -3.02  -0.115
O  3.18  0.08  -3.33  -0.141
H  4.18  -1.86  -3.34  0.091
H  4.23  -0.78  -1.93  0.038
H  5.33  -0.53  -3.26  0.101
H  2.39  -0.45  -3.13  0.046
C  -0.62  0.50  4.35  -0.205
O  -1.53  1.51  4.45  -0.119
H  -0.79  -0.29  5.17  0.108
H  0.39  0.87  4.50  0.053
H  -0.62  -0.03  3.33  0.080
H  -0.99  2.28  4.61  0.092
C  -2.17  2.85  1.57  -0.077
O  -3.32  3.21  0.72  -0.139
H  -2.27  3.16  2.57  0.069
H  -1.22  3.15  1.14  0.083
H  -2.25  1.79  1.40  0.036
H  -3.08  4.01  0.28  0.027
C  1.51  -3.01  -1.67  -0.132
O  1.40  -3.04  -0.29  -0.142
H  2.05  -2.10  -1.90  0.060
H  0.54  -3.03  -2.09  0.060
H  1.88  -4.00  -1.92  0.092
H  0.54  -2.62  -0.20  0.020
C  4.88  -1.83  0.72  -0.157
O  3.52  -1.74  0.95  -0.152
H  5.51  -1.54  1.54  0.093
H  5.27  -1.43  -0.24  0.076
H  5.14  -2.84  0.39  0.099
H  3.08  -2.37  0.39  0.063

Properties
HOMO energy ... -8.23 eV
Kohn-Sham gap ... 7.5 eV
DFT total energy ... -73610.87426 eV
Relative energy (zero: lowest compared OMol25 entry of this formula, charge and spin) ... 81.0 kcal/mol
Max |F| ... 9.20 eV/Å



Entry 2:
Entry from the Open Molecules 2025 dataset: a 17-piece molecular cluster, C21H76N14O17 overall at a distorted geometry (ωB97M-V with the def2-TZVPD basis set).

Last column: Löwdin charge in e.
Positions of all 128 atoms, in Å:
C  19.12  15.30  12.98  -0.052
C  18.35  14.69  14.14  -0.282
O  17.14  14.20  13.64  -0.121
H  20.07  15.57  13.37  0.071
H  18.70  16.18  12.57  0.059
H  19.22  14.70  12.09  0.082
H  18.31  15.29  15.02  0.112
H  18.90  13.84  14.52  0.107
H  16.60  14.96  13.35  0.103
C  14.34  6.50  15.82  -0.060
C  13.11  5.76  16.42  -0.253
O  12.03  5.93  15.54  -0.117
H  14.29  7.52  15.78  -0.005
H  14.59  6.26  14.73  0.080
H  15.17  6.21  16.44  0.077
H  12.96  6.20  17.34  0.089
H  13.22  4.69  16.53  0.114
H  11.94  5.10  15.05  0.117
C  15.51  15.08  16.74  -0.067
C  15.73  13.62  17.02  -0.305
O  17.08  13.51  17.38  -0.093
H  16.13  15.50  15.99  0.039
H  15.81  15.64  17.65  0.094
H  14.45  15.22  16.49  0.069
H  15.65  13.02  16.10  0.083
H  15.10  13.23  17.81  0.108
H  17.40  12.65  17.20  -0.036
C  17.10  5.91  13.12  -0.069
C  16.44  7.19  12.72  -0.325
O  17.33  8.30  12.83  -0.061
H  18.14  5.76  12.70  0.103
H  16.54  5.02  12.86  0.076
H  17.34  5.99  14.22  0.076
H  15.65  7.33  13.45  0.075
H  16.00  7.10  11.75  0.091
H  16.93  9.07  12.49  0.002
C  13.08  6.09  8.85  -0.604
O  11.84  5.55  9.23  -0.182
N  13.83  5.76  7.86  0.162
N  13.61  7.05  9.59  0.161
H  13.41  5.21  7.11  0.129
H  14.68  6.27  7.71  0.104
H  13.21  7.37  10.50  0.076
H  14.54  7.32  9.35  0.025
C  10.73  9.39  16.06  -0.620
O  10.79  10.76  16.20  -0.110
N  9.64  8.75  16.30  0.167
N  11.72  8.62  15.73  0.181
H  8.85  9.27  16.79  0.158
H  9.48  7.76  16.27  0.108
H  12.49  9.03  15.18  0.074
H  11.85  7.61  15.84  0.077
C  18.94  11.37  16.29  -0.596
O  19.32  11.17  14.95  -0.119
N  19.68  12.04  17.06  0.187
N  17.81  10.94  16.81  0.139
H  20.61  12.25  16.71  0.138
H  19.44  12.13  18.11  0.184
H  17.31  10.17  16.29  0.079
H  17.73  10.74  17.86  0.178
C  17.89  11.35  11.59  -0.583
O  18.69  10.36  11.05  -0.086
N  16.84  11.85  10.95  0.118
N  17.87  11.72  12.84  0.112
H  16.73  11.60  9.93  0.149
H  16.27  12.69  11.22  0.079
H  18.48  11.26  13.56  0.087
H  17.55  12.73  13.10  0.098
C  13.91  14.34  10.61  -0.545
O  12.71  13.67  10.45  -0.074
N  14.19  15.47  9.98  0.140
N  14.97  13.96  11.32  0.099
H  13.41  15.98  9.57  0.125
H  14.90  16.19  10.27  0.136
H  14.71  13.51  12.24  0.080
H  15.71  14.63  11.47  0.093
C  13.15  13.48  14.67  -0.576
O  12.38  14.62  15.02  -0.166
N  14.20  13.56  13.94  0.109
N  12.70  12.26  14.92  0.190
H  14.60  14.49  13.90  0.102
H  14.88  12.73  13.90  0.081
H  11.86  12.15  15.50  0.084
H  13.06  11.46  14.39  0.066
C  15.00  10.35  13.68  -0.536
O  14.03  9.66  14.46  -0.129
N  15.13  10.19  12.40  0.195
N  15.76  11.27  14.21  0.151
H  14.39  9.60  11.95  0.107
H  15.77  10.79  11.80  0.070
H  15.74  11.28  15.23  0.100
H  16.63  11.63  13.72  0.056
C  17.84  7.96  16.41  -0.134
O  16.76  8.62  15.75  -0.125
H  17.91  8.11  17.49  0.084
H  18.74  8.23  15.88  0.087
H  17.79  6.85  16.37  0.085
H  16.79  8.28  14.88  0.019
C  13.88  10.56  17.96  -0.160
O  13.71  9.20  17.65  -0.110
H  13.33  11.23  17.29  0.069
H  14.93  10.77  17.78  0.055
H  13.57  10.73  18.97  0.075
H  12.87  9.24  17.22  0.003
C  11.68  11.03  11.97  -0.141
O  11.62  10.38  13.19  -0.137
H  11.28  10.36  11.20  0.091
H  12.76  11.19  11.78  0.061
H  11.15  12.00  11.96  0.106
H  10.76  10.50  13.54  0.070
C  12.77  6.97  12.55  -0.138
O  12.96  8.24  12.02  -0.148
H  13.48  6.18  12.18  0.111
H  11.78  6.59  12.51  0.087
H  13.04  7.09  13.59  0.037
H  12.38  8.86  12.40  0.026
C  16.53  8.82  9.43  -0.119
O  16.19  7.45  9.29  -0.135
H  16.54  9.18  10.48  0.048
H  15.75  9.42  8.96  0.067
H  17.52  8.94  8.96  0.105
H  16.85  7.05  9.85  0.086
C  13.59  10.99  9.35  -0.219
O  13.95  10.90  8.04  -0.066
H  12.62  11.34  9.50  0.049
H  14.26  11.66  9.92  0.064
H  13.68  10.03  9.87  0.059
H  13.27  10.50  7.53  0.079

Properties
HOMO energy ... -8.26 eV
Kohn-Sham gap ... 7.8 eV
DFT total energy ... -78673.04555 eV
Relative energy (zero: lowest compared OMol25 entry of this formula, charge and spin) ... 0.0 kcal/mol
Max |F| ... 9.65 eV/Å



Question: Among the records above, which one has the lowest DFT total energy?
Answer: C21H76N14O17



Question: Which value of max |F| does entry 2 give?
Answer: 9.65 eV/Å



Question: Which of these has the highest max |F|?
Answer: C21H76N14O17